1 | 14
Properties=species:S:1:pos:R:3 method="wB97M-V/def2-TZVPD" e_lumo_ev=-0.176 orbital_gap_ha=0.3015
S 3.125 1.170 -0.212
C 1.545 0.821 -0.321
C 0.740 0.725 0.933
C -0.583 0.663 0.831
C -1.178 0.464 -0.447
C -0.381 0.492 -1.551
O 0.924 0.711 -1.548
H 1.311 0.789 1.837
H -1.349 0.533 1.645
H -2.215 0.276 -0.515
H -0.805 0.304 -2.546
S 0.481 -2.549 0.364
H 0.692 -3.521 1.298
H 1.663 -1.990 0.478

---

2 | 14
Properties=species:S:1:pos:R:3 method="wB97M-V/def2-TZVPD" e_lumo_ev=0.490 orbital_gap_ha=0.3623
O 1.654 1.672 -0.767
C 1.085 0.877 -0.104
S 1.514 -0.941 -0.057
C -0.036 -1.447 0.842
C -0.911 -0.228 0.530
S -1.427 -0.254 -1.230
C -1.484 0.985 1.227
C -0.014 0.920 0.926
H -0.429 -2.387 0.456
H 0.125 -1.541 1.907
H -2.721 -0.185 -0.956
H -1.713 0.986 2.294
H -2.208 1.592 0.637
H 0.476 0.635 1.866

---

Name the least stable of them. 2.

---

1 | 8
Properties=species:S:1:pos:R:3 method="wB97M-V/def2-TZVPD" e_lumo_ev=-0.461 orbital_gap_ha=0.3227
C 0.112 0.742 0.706
N 0.086 -0.883 -1.791
N -0.449 -1.446 -0.976
N -0.252 -0.508 0.887
O 0.579 1.184 -0.401
H -0.043 1.462 1.486
H 0.848 0.023 -1.508
H -0.881 -0.574 1.597

---

2 | 8
Properties=species:S:1:pos:R:3 method="wB97M-V/def2-TZVPD" e_lumo_ev=0.625 orbital_gap_ha=0.4206
N 2.833 -0.551 -0.005
C 1.866 0.028 -0.060
O 0.682 0.815 -0.274
N -0.489 0.338 0.570
N -1.408 -0.396 -0.063
H -0.829 1.302 0.862
H -1.430 -0.180 -1.012
H -1.225 -1.356 -0.017

---

Name the least stable of them. 2.

---

1 | 26
Properties=species:S:1:pos:R:3 method="wB97M-V/def2-TZVPD" e_lumo_ev=-0.197 orbital_gap_ha=0.4004
C 2.426 0.441 -1.124
C 0.867 0.652 -1.181
C 0.594 2.098 -1.278
H 3.087 1.245 -0.993
H 2.670 -0.088 -2.051
H 2.569 -0.373 -0.336
H 0.435 0.184 -0.185
H 0.316 -0.009 -2.135
H 0.942 2.762 -0.444
H 1.244 2.426 -2.015
H -0.348 2.312 -1.623
O -2.424 0.135 2.130
H -2.107 -0.241 1.301
H -2.823 1.030 1.777
O -0.073 -2.498 -0.618
H -0.641 -1.826 -0.283
H 0.408 -2.185 -1.260
O -0.556 -2.295 2.202
H -0.908 -1.629 1.517
H -0.973 -1.883 3.056
O -3.867 0.611 -0.802
H -3.068 1.085 -0.851
H -3.929 -0.286 -1.068
O 2.423 -0.524 2.030
H 1.851 -1.339 2.157
H 1.886 0.194 2.076

---

2 | 26
Properties=species:S:1:pos:R:3 method="wB97M-V/def2-TZVPD" e_lumo_ev=0.229 orbital_gap_ha=0.3996
C 1.800 -0.325 -1.330
C 0.697 0.562 -0.732
C 0.887 2.023 -1.133
H 1.596 -0.367 -2.404
H 1.817 -1.359 -1.025
H 2.744 0.191 -1.199
H 0.507 0.578 0.340
H -0.199 0.059 -1.123
H -0.043 2.560 -0.936
H 1.795 2.401 -0.692
H 0.987 2.118 -2.220
O -2.227 0.525 1.164
H -2.937 1.076 0.818
H -2.456 -0.053 1.884
O 0.524 -2.911 -0.350
H 1.032 -2.126 -0.105
H -0.350 -2.532 -0.509
O -0.523 -1.773 2.373
H -0.633 -2.497 3.006
H -1.158 -1.168 2.779
O -3.129 0.265 -1.590
H -2.782 1.037 -2.051
H -3.110 -0.509 -2.154
O 2.077 0.507 2.376
H 1.142 0.252 2.415
H 1.942 1.465 2.401

---

3 | 26
Properties=species:S:1:pos:R:3 method="wB97M-V/def2-TZVPD" e_lumo_ev=0.322 orbital_gap_ha=0.3905
C 1.956 -0.027 -1.206
C 0.664 0.610 -0.828
C 0.847 2.073 -1.224
H 2.386 0.372 -2.162
H 1.771 -1.133 -1.480
H 2.738 0.161 -0.470
H 0.500 0.617 0.411
H -0.022 -0.143 -1.326
H 0.105 2.679 -0.595
H 1.771 2.398 -1.193
H 0.435 2.210 -2.202
O -2.221 0.472 1.580
H -2.297 0.456 0.708
H -3.096 0.503 1.969
O 0.331 -2.645 -0.573
H 0.815 -3.413 -0.087
H -0.033 -1.946 -0.040
O -0.588 -1.769 2.295
H -0.357 -2.608 1.790
H -1.592 -1.685 2.406
O -3.504 0.439 -1.317
H -3.249 1.294 -1.720
H -2.862 -0.136 -1.857
O 2.166 0.241 2.215
H 1.279 -0.145 2.554
H 2.056 1.125 2.352

---

Name the least stable of them. 1.